# 1
The following is a quantum chemistry calculation of a structure of composition C14H31O2PSe2Tl, from the OMol25 dataset.

## Properties
energy relative to the best compared isomer or geometry (same formula, charge and spin) = 17.6 kJ/mol

The geometry in ORCA input format:
```
! RIJCOSX wB97M-V def2-TZVPD def2/J DEFGRID3
* xyz -1 1
Tl 0.21 1.71 0.49
O 4.45 2.67 2.00
C 3.23 2.22 2.59
C 3.23 0.72 2.91
C 4.27 0.53 4.02
O 4.49 -0.83 4.41
C 3.67 -0.09 1.69
Se 2.46 -0.14 0.12
C 1.87 0.18 3.43
Se 0.23 1.28 3.35
H 4.49 2.30 1.12
H 2.39 2.46 1.95
H 3.09 2.78 3.51
H 3.95 1.12 4.89
H 5.24 0.92 3.69
H 3.63 -1.22 4.57
H 3.83 -1.12 1.98
H 4.63 0.28 1.33
H 1.95 -0.06 4.49
H 1.63 -0.74 2.90
C -5.42 0.91 0.41
C -3.97 1.34 0.17
C -3.63 2.52 1.09
P -2.62 0.05 0.27
C -2.68 -0.75 -1.41
C -1.76 -1.98 -1.40
C -4.02 -1.05 -2.09
C -3.13 -1.26 1.50
C -4.30 -2.20 1.20
C -3.28 -0.61 2.88
H -6.09 1.75 0.20
H -5.58 0.63 1.46
H -5.72 0.07 -0.21
H -3.88 1.69 -0.86
H -3.62 2.21 2.14
H -4.37 3.32 0.98
H -2.65 2.94 0.87
H -2.18 0.02 -2.02
H -2.21 -2.79 -0.83
H -0.79 -1.75 -0.95
H -1.59 -2.34 -2.42
H -4.61 -1.77 -1.53
H -3.84 -1.47 -3.08
H -4.61 -0.14 -2.22
H -2.22 -1.86 1.54
H -5.24 -1.67 1.08
H -4.42 -2.89 2.05
H -4.13 -2.81 0.31
H -4.20 -0.03 2.95
H -2.43 0.04 3.11
H -3.31 -1.38 3.65
*
```



# 2
The following is a quantum chemistry calculation of the molecule C14H31O3P in a non-equilibrium geometry, from the OMol25 dataset.

## Properties
SMILES string = CCCCOCP(=O)(CCCC)COCCCC
energy relative to the best compared isomer or geometry (same formula, charge and spin) = 11.8 kJ/mol

The geometry in ORCA input format:
```
! RIJCOSX wB97M-V def2-TZVPD def2/J DEFGRID3
* xyz 0 1
C 1.63 3.56 -2.01
C 1.43 3.25 -0.54
C -0.02 2.97 -0.16
C -0.55 1.66 -0.74
O -1.86 1.46 -0.21
C -2.47 0.29 -0.64
P -2.02 -1.36 0.10
O -3.09 -2.32 -0.23
C -1.76 -1.16 1.90
C -0.67 -0.17 2.31
C -0.46 -0.16 3.82
C 0.60 0.85 4.23
C -0.45 -2.05 -0.62
O 0.71 -1.30 -0.42
C 1.88 -2.01 -0.81
C 3.08 -1.06 -0.74
C 3.08 -0.03 -1.87
C 3.51 -0.62 -3.21
H 2.67 3.81 -2.21
H 1.35 2.72 -2.64
H 1.01 4.41 -2.30
H 2.04 2.38 -0.26
H 1.78 4.09 0.05
H -0.66 3.79 -0.51
H -0.11 2.92 0.92
H 0.10 0.83 -0.45
H -0.61 1.70 -1.84
H -2.41 0.16 -1.74
H -3.53 0.37 -0.38
H -2.73 -0.86 2.30
H -1.54 -2.16 2.28
H 0.26 -0.43 1.82
H -0.96 0.83 1.98
H -0.17 -1.16 4.16
H -1.41 0.09 4.32
H 0.74 0.85 5.31
H 1.55 0.62 3.76
H 0.31 1.86 3.93
H -0.37 -3.05 -0.15
H -0.65 -2.22 -1.69
H 1.75 -2.41 -1.83
H 2.03 -2.86 -0.13
H 3.04 -0.55 0.22
H 3.99 -1.65 -0.78
H 3.77 0.77 -1.61
H 2.08 0.39 -1.96
H 3.52 0.15 -3.98
H 4.50 -1.05 -3.14
H 2.82 -1.40 -3.54
*
```



# 3
The following is a quantum chemistry calculation of a structure of composition C14H31O5PSSi2, from the OMol25 dataset.

## Properties
calculated total energy = -2246.84454 a.u.

The geometry in ORCA input format:
```
! RIJCOSX wB97M-V def2-TZVPD def2/J DEFGRID3
* xyz 0 1
C -2.29 -2.75 -2.54
C -0.99 -3.41 -3.00
P 0.46 -3.15 -1.84
C -0.03 -1.89 -0.58
Si 1.99 -2.17 -3.14
O 2.22 -0.53 -2.84
Si 1.01 0.53 -3.27
C 1.06 1.95 -2.05
C 0.34 3.22 -2.53
C 1.20 4.02 -3.54
S 0.37 4.29 -5.14
H -2.49 -2.99 -1.50
H -3.11 -3.11 -3.15
H -2.19 -1.68 -2.62
H -0.73 -3.04 -3.99
H -1.11 -4.48 -3.08
H 0.79 -1.18 -0.52
H -0.23 -2.35 0.37
H -0.90 -1.32 -0.88
H 3.27 -2.86 -2.89
H 1.62 -2.34 -4.57
H -0.28 -0.17 -3.11
H 1.14 0.98 -4.66
H 2.11 2.18 -1.87
H 0.67 1.63 -1.09
H -0.61 2.98 -2.99
H 0.14 3.86 -1.68
H 1.50 4.97 -3.13
H 2.11 3.47 -3.75
H 0.90 3.29 -5.84
O -1.49 -3.52 2.06
C -1.25 -2.98 3.11
O -1.84 -1.82 3.47
C -1.27 -1.34 4.71
C -0.67 -2.57 5.38
C -0.26 -3.42 4.17
H -0.51 -0.59 4.46
H -2.05 -0.87 5.30
H 0.14 -2.33 6.06
H -1.44 -3.09 5.95
H 0.74 -3.17 3.82
H -0.33 -4.49 4.34
O -0.71 2.65 4.84
C -0.20 2.65 3.76
O 1.01 2.10 3.52
C 1.40 2.32 2.15
C 0.10 2.56 1.40
C -0.76 3.23 2.48
H 2.07 3.19 2.12
H 1.94 1.45 1.80
H 0.23 3.16 0.50
H -0.35 1.61 1.12
H -0.63 4.31 2.51
H -1.82 3.00 2.39
*
```



# 4
The following is a quantum chemistry calculation of a structure of composition C14H32AgBr2F2N4O4 in a non-equilibrium geometry, from the OMol25 dataset.

## Properties
calculated total energy = -6567.17937 a.u.

The geometry in ORCA input format:
```
! RIJCOSX wB97M-V def2-TZVPD def2/J DEFGRID3
* xyz -1 1
Ag -21.10 3.75 -1.70
F -24.18 3.16 -0.39
F -21.23 5.75 1.02
Br -23.93 9.24 -3.16
C -22.27 9.20 -2.07
C -21.35 10.41 -2.30
Br -20.72 10.32 -4.13
H -21.67 8.32 -2.29
H -22.54 9.19 -1.02
H -20.53 10.37 -1.58
H -21.83 11.35 -2.06
C -19.45 3.58 -6.40
O -20.37 3.51 -5.64
N -19.20 4.56 -7.31
C -17.96 4.48 -8.11
C -19.92 5.82 -7.39
H -18.65 2.84 -6.53
H -17.14 5.16 -7.86
H -18.28 4.71 -9.13
H -17.53 3.49 -8.23
H -20.33 5.86 -8.40
H -20.72 5.85 -6.65
H -19.20 6.64 -7.33
C -16.96 0.77 -0.66
O -17.92 1.48 -0.99
N -15.76 0.98 -1.08
C -14.73 0.02 -0.70
C -15.36 1.97 -2.09
H -17.11 -0.11 -0.03
H -14.11 -0.41 -1.50
H -15.05 -0.73 0.02
H -13.96 0.60 -0.20
H -16.17 2.64 -2.36
H -14.47 2.56 -1.87
H -15.14 1.49 -3.05
C -17.46 7.32 -1.44
O -17.81 6.55 -2.36
N -16.55 8.24 -1.56
C -15.73 8.58 -2.74
C -16.28 9.14 -0.39
H -17.69 7.09 -0.39
H -15.70 9.64 -2.99
H -16.09 8.02 -3.61
H -14.72 8.20 -2.59
H -16.39 10.17 -0.71
H -17.00 9.07 0.43
H -15.25 9.01 -0.06
C -21.59 -2.28 -0.32
O -21.21 -3.23 0.34
N -21.51 -2.19 -1.67
C -21.82 -0.93 -2.36
C -20.89 -3.21 -2.52
H -22.22 -1.51 0.14
H -21.81 0.03 -1.85
H -22.83 -0.98 -2.76
H -21.22 -0.89 -3.27
H -20.14 -2.87 -3.22
H -20.42 -4.01 -1.95
H -21.68 -3.48 -3.22
*
```



# 5
The following is a quantum chemistry calculation of a structure of composition C14H32B2KO4S2Sn in a non-equilibrium geometry, from the OMol25 dataset.

## Properties
calculated total energy = -2513.10092 a.u.

The geometry in ORCA input format:
```
! RIJCOSX wB97M-V def2-TZVPD def2/J DEFGRID3
* xyz 1 1
Sn -1.57 -4.62 2.66
K 4.04 -1.20 3.17
B 0.86 -1.75 0.40
H -0.02 -1.99 -0.18
H 1.61 -2.53 0.41
H 1.36 -0.91 -0.06
H 0.57 -1.44 1.40
B 2.40 -4.23 4.95
H 1.68 -4.94 5.33
H 1.87 -3.38 4.54
H 3.11 -3.96 5.70
H 2.84 -4.72 4.09
C 3.78 2.08 -3.85
S 2.08 2.78 -4.11
O 2.18 3.86 -5.15
C 1.33 1.26 -4.91
H 4.45 2.67 -3.23
H 4.27 2.01 -4.82
H 3.75 1.08 -3.43
H 0.92 0.56 -4.18
H 2.07 0.74 -5.52
H 0.50 1.41 -5.59
C 1.46 -7.84 -3.88
S 0.07 -6.90 -3.14
O 0.65 -6.33 -1.87
C 0.20 -5.42 -4.25
H 1.31 -8.45 -4.77
H 1.86 -8.52 -3.13
H 2.27 -7.15 -4.13
H 1.08 -4.80 -4.07
H -0.68 -4.82 -4.00
H 0.24 -5.82 -5.26
C -5.00 4.47 0.61
C -4.19 5.28 -0.18
C -3.03 4.74 -0.82
C -2.82 3.36 -0.76
C -3.61 2.61 0.06
C -4.68 3.08 0.69
H -5.83 4.91 1.14
H -4.30 6.35 -0.33
H -2.51 5.42 -1.48
H -2.01 2.85 -1.27
H -3.44 1.54 0.09
H -5.35 2.46 1.28
O -1.90 3.07 6.58
C -1.17 3.15 5.55
O -0.58 4.27 5.17
C -0.13 4.18 3.84
C 0.03 2.75 3.61
C -0.86 1.99 4.61
H 0.82 4.68 3.64
H -0.92 4.44 3.14
H 1.06 2.45 3.82
H -0.09 2.44 2.57
H -0.25 1.22 5.08
H -1.80 1.58 4.24
*
```



# 6
The following is a quantum chemistry calculation of a structure of composition C14H32Br11O2PSi2, from the OMol25 dataset.

## Properties
calculated total energy = -29937.71058 a.u.

The geometry in ORCA input format:
```
! RIJCOSX wB97M-V def2-TZVPD def2/J DEFGRID3
* xyz 0 1
C 1.35 1.02 3.46
P 0.79 0.44 1.80
C 0.67 -1.39 2.03
Si 2.71 0.59 0.68
O 2.40 0.43 -0.94
Si 1.89 -0.84 -1.85
C 2.99 -2.36 -1.54
C 3.72 -2.75 -2.78
O 4.86 -2.63 -3.07
Br 2.45 -3.52 -4.08
H 0.58 1.66 3.90
H 2.27 1.62 3.40
H 1.54 0.17 4.12
H 0.59 -1.86 1.05
H 1.54 -1.80 2.55
H -0.24 -1.61 2.59
H 3.26 1.94 0.91
H 3.72 -0.43 1.08
H 1.96 -0.46 -3.26
H 0.51 -1.21 -1.46
H 2.33 -3.18 -1.25
H 3.73 -2.19 -0.75
Br -1.88 -3.34 -5.69
C -0.50 -4.29 -6.66
C -0.85 -5.74 -6.89
Br -0.72 -6.80 -5.27
H 0.41 -4.19 -6.07
H -0.37 -3.77 -7.61
H -0.15 -6.18 -7.60
H -1.86 -5.85 -7.26
Br 0.69 5.16 2.73
C -0.19 4.35 1.20
C -1.69 4.41 1.31
Br -2.39 3.13 2.58
H 0.16 3.33 1.13
H 0.15 4.91 0.33
H -2.14 4.15 0.35
H -2.04 5.39 1.63
Br -4.80 6.44 2.24
C -5.01 6.95 4.10
C -3.74 7.52 4.69
Br -2.42 6.15 5.05
H -5.33 6.06 4.63
H -5.80 7.70 4.12
H -3.96 7.99 5.65
H -3.28 8.24 4.03
Br -1.18 1.53 -1.05
C -1.89 2.00 -2.80
C -2.77 0.90 -3.35
Br -1.74 -0.65 -3.90
H -1.03 2.18 -3.44
H -2.46 2.91 -2.67
H -3.29 1.25 -4.24
H -3.48 0.55 -2.61
Br 3.84 -3.76 2.71
C 2.91 -5.18 3.65
C 2.14 -6.08 2.72
Br 0.54 -5.23 2.03
H 2.26 -4.70 4.38
H 3.68 -5.75 4.17
H 1.81 -6.97 3.25
H 2.74 -6.37 1.86
*
```



# 7
The following is a quantum chemistry calculation of a cluster of 10 separate species, C14H32Cl18F3NO4P2 in total in a non-equilibrium geometry, from the OMol25 dataset.

## Properties
SMILES string = COC[PH](COO)(COC(F)(F)F)[PH2]=N.ClCCl.ClCCl.ClCCl.ClCCl.ClCCl.ClCCl.ClCCl.ClCCl.ClCCl
calculated total energy = -10173.85707 a.u.

The geometry in ORCA input format:
```
! RIJCOSX wB97M-V def2-TZVPD def2/J DEFGRID3
* xyz 0 1
C 4.84 3.93 -3.11
O 3.61 3.30 -3.37
C 3.71 1.97 -3.76
P 2.20 0.99 -3.28
C 3.28 -0.62 -3.37
O 2.46 -1.73 -3.61
O 3.14 -2.76 -4.35
C 1.80 0.60 -1.48
O 1.02 1.62 -0.84
C 1.67 2.38 0.06
F 2.92 2.73 -0.36
F 0.96 3.50 0.27
F 1.81 1.74 1.25
P 0.85 2.82 -3.42
N 0.84 3.29 -4.94
H 5.28 4.33 -4.02
H 4.67 4.73 -2.41
H 5.57 3.25 -2.67
H 4.54 1.49 -3.25
H 3.89 1.84 -4.82
H 1.36 0.45 -4.29
H 3.88 -0.75 -2.47
H 3.94 -0.49 -4.23
H 3.93 -2.95 -3.83
H 2.68 0.36 -0.91
H 1.18 -0.29 -1.50
H -0.42 2.40 -3.02
H 1.21 3.84 -2.52
H 1.15 4.24 -5.01
Cl -0.16 1.44 4.99
C -0.86 2.17 3.54
Cl -2.56 1.72 3.32
H -0.81 3.25 3.64
H -0.30 1.84 2.67
Cl -2.24 -2.80 2.47
C -2.18 -1.47 1.30
Cl -0.59 -1.35 0.53
H -2.93 -1.65 0.54
H -2.38 -0.54 1.82
Cl -5.58 2.81 6.78
C -4.85 3.67 5.41
Cl -4.11 5.19 5.90
H -4.08 3.03 4.99
H -5.63 3.88 4.68
Cl -0.29 -5.16 -2.87
C -0.15 -3.54 -3.56
Cl -1.07 -2.34 -2.65
H 0.89 -3.25 -3.54
H -0.51 -3.57 -4.58
Cl -8.34 0.60 9.20
C -7.43 -0.12 7.87
Cl -8.45 -1.07 6.79
H -6.97 0.68 7.30
H -6.67 -0.78 8.29
Cl -1.97 4.17 -1.65
C -3.42 3.78 -2.58
Cl -3.61 2.03 -2.78
H -4.28 4.16 -2.05
H -3.33 4.23 -3.56
Cl 1.89 -2.38 4.35
C 1.90 -1.07 3.16
Cl 3.46 -0.94 2.33
H 1.14 -1.26 2.42
H 1.70 -0.13 3.67
Cl 0.06 -5.16 6.21
C -1.47 -5.44 5.37
Cl -1.75 -7.16 5.08
H -2.27 -5.06 5.98
H -1.43 -4.94 4.41
Cl 4.11 -6.32 -4.31
C 2.59 -6.64 -5.17
Cl 2.40 -8.36 -5.54
H 1.77 -6.33 -4.54
H 2.60 -6.09 -6.09
*
```



# 8
The following is a quantum chemistry calculation of a structure of composition C14H32N2O5Ti in a non-equilibrium geometry, from the OMol25 dataset.

## Properties
calculated total energy = -1887.21672 a.u.

The geometry in ORCA input format:
```
! RIJCOSX wB97M-V def2-TZVPD def2/J DEFGRID3
* xyz 2 1
Ti 0.54 -0.37 -0.08
C 2.16 -1.60 0.51
C 1.69 -0.83 -1.84
O 0.69 0.14 -2.11
C 1.05 1.36 -2.76
C -0.07 2.37 -2.49
O -0.53 2.20 -1.15
C -1.95 2.25 -1.00
C -2.61 1.00 -1.58
O -1.86 -0.14 -1.18
C -2.47 -1.38 -1.52
C -1.40 -2.44 -1.48
O -0.63 -2.25 -0.28
C -0.15 -3.47 0.33
C 0.58 -3.07 1.62
O 1.15 -1.76 1.49
H 3.02 -1.10 0.93
H 2.44 -2.54 0.03
H 1.49 -1.76 -2.37
H 2.71 -0.48 -2.03
H 1.14 1.19 -3.83
H 2.01 1.72 -2.39
H -0.89 2.22 -3.20
H 0.30 3.39 -2.61
H -2.36 3.14 -1.48
H -2.12 2.32 0.07
H -2.66 1.04 -2.67
H -3.64 0.94 -1.21
H -2.91 -1.34 -2.52
H -3.27 -1.61 -0.80
H -0.74 -2.36 -2.35
H -1.86 -3.43 -1.48
H 0.50 -4.00 -0.36
H -1.00 -4.11 0.57
H 1.36 -3.80 1.84
H -0.10 -3.03 2.47
N -1.01 -0.03 1.50
C -1.02 0.73 2.80
C 0.39 1.04 3.29
C 1.07 2.17 2.48
C 2.28 1.72 1.67
N 1.87 1.26 0.30
H -1.83 0.24 0.96
H -1.18 -1.00 1.74
H -1.54 0.14 3.56
H -1.58 1.65 2.67
H 0.98 0.13 3.25
H 0.32 1.33 4.33
H 1.39 2.95 3.17
H 0.35 2.63 1.80
H 2.81 0.91 2.17
H 2.98 2.55 1.56
H 2.72 1.09 -0.22
H 1.40 2.05 -0.13
*
```